C2H7BrN | ωB97M-V/def2-TZVPD

Last column: Löwdin charge in e.
Geometry (Å):
C -1.0789 1.5969 1.5674  -0.038
C 0.5319 -1.0185 -0.3211  -0.469
N 0.9418 -1.0890 -1.8058  0.057
Br 0.9205 -2.4934 0.6095  0.940
H -0.9836 1.9812 2.5640  0.023
H -1.8478 2.1187 1.0954  0.002
H -1.3467 0.5771 1.6737  -0.013
H -0.1414 1.3908 1.0174  0.001
H 1.1494 -2.0308 -2.2252  0.164
H 0.1606 -0.6932 -2.3021  0.138
H 1.6943 -0.3399 -1.8733  0.193

Force components x, y, z for each atom (eV/Å):
1.612 -1.385 0.365
-0.185 0.641 -0.115
0.884 -0.478 0.752
0.156 -0.250 -0.375
0.614 0.326 0.361
-0.890 0.854 -1.262
-1.088 -1.117 0.380
-0.270 1.363 0.188
0.423 0.957 0.320
-0.711 0.370 -0.412
-0.546 -1.281 -0.201

Computed properties:
- highest occupied orbital energy (eV) = -15.05
- gap between HOMO and LUMO (eV) = 8.38
- E_LUMO (eV) = -6.7
- E_tot (a.u.) = -2708.74638
- total charge = +1

---

CH2O4Zn | ωB97M-V/def2-TZVPD

Last column: Löwdin spin population.
Geometry (Å):
O 0.4002 -0.2652 -1.0473  0.085
Zn -0.3841 1.3821 -1.2588  0.003
O -1.2587 1.8522 0.1847  0.001
H -2.0492 1.4713 0.5658  0.000
C 0.4404 -1.0421 -0.0732  0.041
O -0.2502 -2.1295 -0.2015  0.847
O 1.3595 -1.0734 0.8330  0.021
H 1.7420 -0.1954 0.9974  0.003

Force components x, y, z for each atom (eV/Å):
0.327 -0.531 0.046
-0.883 0.555 -0.014
0.163 0.754 0.542
-0.298 -0.048 -0.304
1.719 -1.424 -1.378
-0.393 0.374 0.488
-0.809 0.315 0.610
0.174 0.004 0.009

Computed properties:
- highest occupied orbital energy (spin up / spin down) (eV) = -15.49 / -15.49
- gap between HOMO and LUMO (spin up / spin down) (eV) = 9.00 / 6.80
- E_LUMO (spin up / spin down) (eV) = -6.5 / -8.7
- 2S+1 = 2
- E_tot (a.u.) = -2119.22327
- total charge = +1

---

C2H2Na2O2 | ωB97M-V/def2-TZVPD

Last column: Löwdin spin population.
Geometry (Å):
H 3.1572 -0.5538 -1.2323  0.865
O -1.5439 -0.4288 1.4156  0.001
C -0.6785 0.0406 0.7531  0.001
C 0.4220 0.4616 0.1447  0.014
O 0.7013 0.3225 -1.1461  0.085
Na -3.2915 -1.0290 2.6204  0.001
H 1.1638 0.8864 0.8399  0.003
Na 0.0696 0.3005 -3.3952  0.029

Force components x, y, z for each atom (eV/Å):
0.022 -0.010 -0.014
-1.612 -0.686 0.793
1.848 0.917 -0.443
-0.128 -0.679 -0.703
-0.596 0.223 -0.483
0.331 0.106 -0.173
-0.293 0.088 -0.115
0.429 0.042 1.138

Computed properties:
- highest occupied orbital energy (spin up / spin down) (eV) = -9.57 / -9.57
- gap between HOMO and LUMO (spin up / spin down) (eV) = 5.41 / 5.41
- E_LUMO (spin up / spin down) (eV) = -4.2 / -4.2
- 2S+1 = 2
- E_tot (a.u.) = -552.14895
- total charge = +1

---

C33H68O12P3 | ωB97M-V/def2-TZVPD

Last column: Löwdin charge in e.
Geometry (Å):
C -1.8927 5.4101 7.6758  -0.161
C -1.9823 4.6211 6.2302  -0.268
C -1.3092 5.4893 4.9892  -0.225
C -2.0377 4.9630 3.6124  -0.245
C -1.0785 4.9636 2.2829  -0.221
C -2.0637 4.5845 0.9870  -0.240
C -1.7035 3.1145 0.3272  -0.215
C -2.9831 2.5759 -0.6006  -0.224
C -2.5334 1.5041 -1.7646  -0.214
C -2.8444 -0.0767 -1.3607  -0.220
C -4.4303 -0.4823 -1.4503  -0.219
C -4.8187 -1.9284 -0.7830  -0.223
C -3.7831 -3.1550 -1.1352  -0.219
C -2.4598 -3.2300 -0.1497  -0.208
C -1.0829 -3.3153 -1.0839  -0.213
C -0.1033 -2.0301 -0.6813  -0.286
C 1.4402 -2.6100 -0.5452  -0.217
C 2.4192 -1.4988 0.2271  -0.270
C 3.2693 -0.5783 -0.8527  -0.133
C 2.9553 -0.7095 -2.4651  -0.022
C 3.8752 0.2466 -3.4721  -0.083
C 5.0507 1.2510 -2.9145  -0.116
C 5.3523 1.3512 -1.2843  -0.092
C 4.4368 0.4410 -0.2295  -0.042
H -2.2353 4.6566 8.5156  0.065
H -0.7774 5.7170 7.9597  0.084
H -2.6027 6.3427 7.7473  0.073
H -1.5122 3.5249 6.2675  0.106
H -3.1173 4.4449 5.9048  0.111
H -0.1397 5.3989 4.9918  0.113
H -1.5930 6.6207 5.1190  0.107
H -3.0014 5.6178 3.3969  0.119
H -2.3680 3.8434 3.8094  0.118
H -0.5982 6.0338 2.0685  0.113
H -0.2204 4.1412 2.3143  0.116
H -3.1767 4.5889 1.3825  0.100
H -1.9734 5.4833 0.2201  0.110
H -0.7503 3.2577 -0.3663  0.119
H -1.4721 2.3577 1.2125  0.118
H -3.8658 2.1624 0.0803  0.109
H -3.4166 3.5641 -1.1106  0.108
H -1.3569 1.5888 -1.9160  0.108
H -3.0191 1.8077 -2.8117  0.112
H -2.4004 -0.2582 -0.2680  0.112
H -2.1918 -0.7235 -2.1127  0.105
H -4.7960 -0.3548 -2.5678  0.115
H -5.0231 0.3457 -0.8280  0.102
H -5.8679 -2.2410 -1.2586  0.102
H -5.0394 -1.8428 0.3867  0.120
H -3.5108 -3.1993 -2.2923  0.114
H -4.3889 -4.1629 -0.9315  0.099
H -2.4230 -2.3051 0.5894  0.092
H -2.5048 -4.2194 0.4901  0.101
H -1.3319 -3.2140 -2.2230  0.091
H -0.5602 -4.3587 -0.9260  0.098
H -0.1207 -1.2560 -1.5804  0.084
H -0.4095 -1.5119 0.3272  0.086
H 1.4162 -3.5338 0.1724  0.035
H 3.2368 -2.1598 0.7915  0.101
H 1.8363 -0.8783 1.0314  0.085
H 2.1562 -1.4075 -2.9588  0.078
H 3.6513 0.1804 -4.6192  0.068
H 5.6754 1.8673 -3.6889  0.059
H 6.2237 2.0736 -0.9176  0.069
H 4.6642 0.5632 0.9118  0.069
C -9.0655 -4.2555 -1.1052  -0.154
O -8.9577 -5.6434 -0.8199  -0.355
P -7.9303 -6.6272 -1.8044  0.761
O -6.8912 -5.4952 -1.8380  -0.304
O -8.9488 -6.4363 -3.0870  -0.267
C -10.3009 -6.8193 -2.9282  -0.139
O -6.9028 -7.6110 -2.7890  -0.287
C -5.4975 -7.4842 -2.6716  -0.153
H -10.0129 -3.8952 -0.6954  0.083
H -8.2520 -3.7141 -0.6153  0.076
H -9.0556 -4.0593 -2.1810  0.085
H -10.9148 -5.9202 -2.8210  0.086
H -10.4410 -7.4575 -2.0524  0.080
H -10.6267 -7.3573 -3.8199  0.085
H -5.1968 -7.4266 -1.6177  0.089
H -5.1521 -6.6059 -3.2235  0.089
H -5.0341 -8.3689 -3.1206  0.082
C 10.8784 1.5832 -8.0621  -0.157
O 10.0463 2.2287 -7.1080  -0.354
P 8.8090 1.3150 -6.3162  0.770
O 9.7702 0.1204 -6.2091  -0.298
O 7.9748 1.1859 -7.7326  -0.265
C 7.6108 2.3765 -8.4036  -0.136
O 7.5717 0.4012 -5.5244  -0.283
C 7.9327 -0.5603 -4.5497  -0.145
H 11.2865 2.3460 -8.7307  0.083
H 11.7117 1.0925 -7.5525  0.081
H 10.3223 0.8574 -8.6620  0.085
H 8.2673 2.5122 -9.2681  0.086
H 7.6895 3.2494 -7.7511  0.082
H 6.5832 2.2860 -8.7593  0.087
H 8.7053 -0.1650 -3.8779  0.093
H 8.2724 -1.4788 -5.0358  0.089
H 7.0431 -0.8004 -3.9580  0.077
C 4.8990 0.2656 7.4091  -0.158
O 4.2906 1.4790 6.9885  -0.357
P 2.5663 1.6133 7.0285  0.758
O 2.5458 0.8561 8.3658  -0.306
O 2.4359 0.5140 5.8064  -0.264
C 3.1066 0.7844 4.5911  -0.133
O 0.8420 1.7475 7.0683  -0.290
C 0.1813 1.8560 8.3159  -0.158
H 5.8873 0.2008 6.9461  0.084
H 5.0287 0.2750 8.4944  0.079
H 4.3157 -0.6084 7.1060  0.085
H 3.9958 0.1503 4.5270  0.088
H 3.4060 1.8328 4.5182  0.081
H 2.4464 0.5411 3.7571  0.084
H 0.7066 2.5572 8.9769  0.089
H 0.0956 0.8711 8.7826  0.088
H -0.8307 2.2342 8.1370  0.064

Force components x, y, z for each atom (eV/Å):
0.132 -0.974 0.412
-0.214 0.390 -0.493
-1.017 -0.244 0.246
0.957 -0.312 0.032
-0.765 -0.055 -0.836
0.199 0.235 0.439
-0.593 0.482 -0.103
0.166 0.933 -0.135
0.273 -0.158 0.110
0.493 0.334 -0.343
0.102 1.051 0.831
-0.843 -0.407 -0.931
-0.906 -0.952 0.894
0.187 -0.423 -1.038
-0.174 1.088 0.836
1.721 -1.409 -0.985
-0.949 1.646 2.626
0.747 -1.507 -1.213
1.092 1.559 -1.231
3.916 3.565 1.306
0.547 0.068 3.892
-2.359 -2.514 2.621
-2.991 -2.482 -1.602
-0.055 0.386 -5.116
0.621 1.529 -1.565
-2.417 -0.567 -0.825
1.494 -1.778 -0.379
-0.789 2.524 0.045
2.329 0.510 0.985
-2.280 0.040 -0.155
0.670 -2.092 -0.097
2.009 -1.399 0.480
0.528 2.259 -0.561
-0.966 -2.345 0.725
-1.779 1.871 0.256
2.163 -0.124 -0.875
-0.241 -2.127 1.265
-1.970 -0.526 1.537
-0.371 1.542 -1.959
2.004 0.738 -1.367
0.881 -2.145 0.967
-2.469 -0.131 0.339
0.874 -0.827 2.305
-1.067 0.373 -2.399
-1.531 1.151 1.692
0.780 -0.570 2.223
1.155 -1.678 -1.363
2.159 0.673 1.022
0.865 -0.134 -2.509
-0.464 0.424 2.541
1.117 2.196 -0.579
-0.050 -1.984 -1.636
-0.073 2.063 -1.165
0.277 -0.300 2.166
-0.810 2.266 -0.221
-0.091 -1.323 2.050
0.233 -0.818 -1.804
-0.042 1.397 -1.269
-1.625 1.588 -1.077
1.094 -0.657 -1.498
1.704 1.388 1.547
0.617 0.229 2.414
-1.311 -1.316 1.729
-2.162 -1.777 -0.780
-0.689 -0.506 -2.429
0.383 0.264 -0.156
-1.303 -3.077 1.491
3.064 7.832 -4.176
0.048 -1.121 0.976
0.317 -1.566 0.468
-0.563 0.066 -0.015
-1.790 -1.844 1.043
0.267 -0.283 0.249
-0.048 -0.303 0.082
-0.002 -0.075 -0.239
0.129 -0.041 0.104
-0.013 -0.117 0.098
-0.191 0.092 -0.118
0.106 -0.024 0.027
0.111 0.249 -0.291
-0.191 0.063 0.341
-0.283 -0.074 0.136
0.102 -0.453 0.075
-1.505 3.042 1.478
3.364 -8.070 -4.097
-0.140 1.061 1.065
-0.745 0.700 1.358
-0.075 0.400 -0.463
-0.775 2.812 0.115
-0.137 -0.054 0.622
-0.184 0.205 0.170
-0.219 -0.107 -0.073
0.054 -0.006 0.165
-0.022 0.110 0.097
-0.044 0.024 -0.245
0.025 -0.048 0.111
-0.007 -0.324 -0.189
0.259 0.343 -0.071
0.002 0.380 -0.097
-0.199 -0.236 0.342
0.120 3.123 -1.800
-0.255 -8.424 4.069
-0.022 1.490 -0.009
-0.735 1.577 -0.001
0.382 -0.096 -0.631
0.628 1.952 -1.755
-0.104 0.378 0.113
-0.088 0.271 -0.147
-0.183 -0.110 -0.120
-0.024 0.120 0.119
-0.011 0.141 -0.028
0.073 -0.155 -0.151
-0.027 0.042 0.091
-0.122 -0.350 0.082
0.343 0.162 -0.011
0.187 0.123 -0.199

Computed properties:
- highest occupied orbital energy (eV) = -2.70
- gap between HOMO and LUMO (eV) = 1.30
- E_LUMO (eV) = -1.4
- E_tot (a.u.) = -3224.16911
- total charge = -1

---

C2H3LiNaO2 | ωB97M-V/def2-TZVPD

Last column: Löwdin spin population.
Geometry (Å):
O 1.2125 -1.0849 -0.0237  0.264
C 0.5467 -0.0970 0.0540  0.483
C 0.1708 0.6878 1.3532  0.153
O -0.8489 1.5390 1.2715  0.026
H 1.1670 1.1359 1.6048  0.005
H 0.0430 -0.1678 2.0658  0.013
Na -1.7829 1.9086 -0.5991  0.046
Li 2.3204 -2.0445 -1.3163  0.010
H 1.7075 -3.4811 -2.0767  -0.001

Force components x, y, z for each atom (eV/Å):
-0.163 0.967 -0.009
0.453 -0.864 -0.291
-0.076 0.042 0.585
0.021 -0.058 -0.449
-0.190 -0.054 -0.106
-0.066 0.263 -0.164
0.228 -0.131 0.425
-0.539 -0.591 -0.064
0.331 0.427 0.074

Computed properties:
- highest occupied orbital energy (spin up / spin down) (eV) = -6.58 / -6.58
- gap between HOMO and LUMO (spin up / spin down) (eV) = 5.39 / 5.04
- E_LUMO (spin up / spin down) (eV) = -1.2 / -1.5
- 2S+1 = 2
- E_tot (a.u.) = -398.20336